{
  "formula": "C22H20ClN4PdSTe",
  "method": "wB97M-V/def2-TZVPD",
  "elements": ["Pd", "C", "C", "N", "C", "C", "C", "C", "C", "C", "C", "C", "C", "N", "C", "H", "H", "H", "H", "H", "H", "H", "H", "Te", "S", "C", "N", "C", "C", "N", "H", "H", "H", "H", "H", "H", "Cl", "C", "C", "C", "C", "C", "C", "C", "H", "H", "H", "H", "H", "H"],
  "xyz": [[0.98, 0.19, -0.60], [3.51, 3.88, -0.56], [3.09, 2.55, -0.52], [1.83, 2.19, -0.59], [0.88, 3.15, -0.73], [1.21, 4.51, -0.78], [2.57, 4.87, -0.69], [0.16, 5.49, -0.93], [-1.12, 5.10, -1.03], [-1.49, 3.71, -1.00], [-2.83, 3.28, -1.11], [-3.10, 1.94, -1.08], [-2.04, 1.04, -0.92], [-0.79, 1.42, -0.81], [-0.50, 2.74, -0.85], [4.56, 4.11, -0.50], [3.83, 1.76, -0.41], [2.85, 5.91, -0.73], [0.43, 6.53, -0.97], [-1.91, 5.84, -1.15], [-3.62, 4.01, -1.23], [-4.11, 1.56, -1.17], [-2.24, -0.03, -0.91], [3.31, -0.84, -0.47], [3.13, -3.24, -0.41], [2.53, -3.58, 1.16], [2.26, -2.71, 2.12], [1.93, -3.40, 3.37], [1.56, -4.80, 2.85], [2.27, -4.82, 1.57], [2.56, -1.75, 2.04], [1.10, -2.92, 3.88], [2.79, -3.43, 4.03], [0.49, -4.91, 2.69], [1.92, -5.60, 3.51], [2.23, -5.59, 0.92], [-1.22, -2.38, -3.25], [-2.03, -2.17, -1.73], [-3.40, -2.31, -1.69], [-4.08, -2.13, -0.49], [-3.37, -1.83, 0.66], [-1.99, -1.71, 0.61], [-1.27, -1.87, -0.58], [0.18, -1.78, -0.59], [-3.94, -2.54, -2.60], [-5.16, -2.23, -0.46], [-3.89, -1.70, 1.60], [-1.43, -1.47, 1.51], [0.74, -2.16, -1.42], [0.62, -1.88, 0.41]],
  "lumo_energy_ev": -2.95,
  "de_lowest_ev": 0.0000,
  "total_charge": 1,
  "orbital_gap_ev": 7.3
}

{
  "formula": "C17H38IN5O2P",
  "method": "wB97M-V/def2-TZVPD",
  "elements": ["C", "C", "P", "C", "C", "C", "C", "C", "C", "I", "C", "C", "N", "C", "N", "N", "H", "H", "H", "H", "H", "H", "H", "H", "H", "H", "H", "H", "H", "H", "H", "H", "H", "H", "H", "H", "H", "H", "H", "H", "C", "O", "N", "C", "C", "H", "H", "H", "H", "H", "H", "H", "C", "O", "N", "C", "C", "H", "H", "H", "H", "H", "H", "H"],
  "xyz": [[-2.45, 0.83, 3.78], [-3.08, -0.08, 2.64], [-2.08, -0.51, 1.15], [-2.17, -2.31, 0.63], [-3.75, -2.69, 0.57], [-0.43, 0.34, 0.89], [-0.38, 1.38, -0.37], [-1.63, 2.36, -0.48], [-2.18, 2.94, 0.90], [-3.27, 1.56, -1.72], [0.65, -0.80, 0.45], [1.00, -1.78, 1.64], [0.86, -1.14, 3.00], [1.10, 0.28, 2.79], [2.23, 0.83, 3.34], [0.18, 1.05, 2.04], [-3.32, 1.20, 4.43], [-1.91, 1.75, 3.43], [-1.78, 0.25, 4.50], [-3.43, -1.05, 3.15], [-4.05, 0.43, 2.31], [-1.63, -2.57, -0.32], [-1.77, -2.94, 1.50], [-3.88, -3.55, -0.16], [-4.13, -3.03, 1.59], [-4.33, -1.76, 0.29], [-0.30, 0.72, -1.30], [0.56, 2.02, -0.35], [-1.26, 3.27, -1.08], [-2.59, 3.99, 0.66], [-3.08, 2.35, 1.24], [-1.40, 3.09, 1.70], [0.24, -1.29, -0.50], [1.57, -0.20, 0.13], [0.44, -2.75, 1.50], [2.11, -2.04, 1.52], [1.64, -1.53, 3.56], [2.18, 1.11, 4.33], [3.06, 1.02, 2.77], [0.54, 1.98, 1.81], [-1.39, -2.16, -2.93], [-0.81, -1.70, -1.96], [-0.83, -2.97, -3.86], [-1.59, -3.48, -4.99], [0.57, -3.32, -3.74], [-2.45, -1.96, -3.12], [-1.58, -4.58, -4.95], [-1.13, -3.14, -5.92], [-2.62, -3.14, -4.95], [0.73, -3.84, -2.79], [1.18, -2.41, -3.74], [0.88, -3.97, -4.56], [4.61, 2.90, 0.58], [4.49, 1.98, 1.38], [4.29, 2.85, -0.73], [4.47, 3.99, -1.61], [3.74, 1.62, -1.28], [5.02, 3.87, 0.89], [3.50, 4.27, -2.03], [5.15, 3.71, -2.42], [4.88, 4.84, -1.07], [2.82, 1.37, -0.74], [4.46, 0.81, -1.13], [3.52, 1.74, -2.34]],
  "lumo_energy_ev": -3.44,
  "total_charge": 1,
  "orbital_gap_ev": 5.9
}

{
  "formula": "C33H50N6O5STi",
  "method": "wB97M-V/def2-TZVPD",
  "elements": ["Ti", "C", "C", "C", "C", "C", "C", "N", "C", "C", "N", "C", "C", "O", "O", "C", "C", "C", "C", "C", "C", "N", "C", "C", "N", "C", "C", "O", "O", "H", "H", "H", "H", "H", "H", "H", "H", "H", "H", "H", "H", "H", "H", "H", "H", "H", "H", "H", "H", "H", "H", "H", "H", "H", "H", "H", "H", "H", "H", "H", "H", "H", "H", "H", "H", "H", "H", "H", "O", "C", "N", "N", "S", "C", "C", "C", "C", "C", "C", "C", "C", "C", "C", "C", "C", "H", "H", "H", "H", "H", "H", "H", "H", "H", "H", "H"],
  "xyz": [[1.71, 0.62, -1.15], [2.71, -1.58, 2.00], [2.69, -2.20, 0.61], [1.55, -3.22, 0.46], [0.09, -3.04, 0.96], [-0.04, -3.04, 2.49], [-0.63, -4.30, 0.45], [-0.52, -1.78, 0.46], [-1.96, -1.86, 0.16], [-2.54, -0.52, -0.26], [-1.82, 0.18, -1.33], [-1.98, 1.63, -1.18], [-0.73, 2.49, -1.33], [-0.80, 3.69, -1.36], [0.40, 1.80, -1.37], [-2.18, -0.21, -2.72], [-2.56, -1.68, -2.88], [-1.10, 0.25, -3.73], [0.19, -0.57, -3.98], [1.13, 0.30, -4.80], [-0.10, -1.85, -4.79], [0.81, -0.90, -2.64], [1.77, -2.05, -2.67], [3.04, -1.83, -1.84], [2.84, -1.18, -0.51], [4.04, -0.35, -0.13], [3.62, 0.83, 0.76], [4.35, 1.30, 1.59], [2.39, 1.23, 0.50], [2.52, -2.36, 2.73], [1.96, -0.80, 2.11], [3.68, -1.15, 2.25], [3.60, -2.80, 0.51], [1.91, -4.10, 1.01], [1.49, -3.54, -0.58], [0.52, -3.87, 2.94], [-1.09, -3.17, 2.77], [0.31, -2.12, 2.94], [-0.11, -5.19, 0.81], [-0.64, -4.34, -0.64], [-1.66, -4.36, 0.81], [-0.02, -1.44, -0.34], [-0.32, -0.12, 1.58], [-2.48, -2.15, 1.08], [-2.18, -2.63, -0.58], [-2.50, 0.12, 0.62], [-3.61, -0.67, -0.48], [-2.35, 1.84, -0.17], [-2.73, 2.04, -1.86], [-3.08, 0.35, -3.00], [-1.76, -2.37, -2.60], [-2.79, -1.86, -3.93], [-3.45, -1.93, -2.31], [-0.80, 1.26, -3.46], [-1.59, 0.34, -4.70], [0.69, 0.46, -5.79], [2.10, -0.19, -4.94], [1.30, 1.26, -4.33], [-0.87, -1.65, -5.53], [-0.42, -2.69, -4.19], [0.79, -2.16, -5.35], [0.00, -1.17, -2.09], [2.11, -2.21, -3.69], [1.25, -2.96, -2.37], [3.69, -1.18, -2.42], [3.55, -2.79, -1.72], [4.49, 0.08, -1.03], [4.80, -0.96, 0.37], [4.09, 3.12, -3.36], [3.55, 2.19, -2.90], [3.03, 1.19, -2.48], [-0.09, 0.82, 1.95], [-0.79, 1.23, 3.36], [-2.40, 1.86, 3.00], [-2.59, 3.07, 2.34], [-3.87, 3.45, 1.99], [-4.95, 2.62, 2.30], [-4.75, 1.42, 2.96], [-3.47, 1.03, 3.32], [0.13, 2.68, 3.82], [1.35, 2.96, 3.23], [2.03, 4.10, 3.65], [1.51, 4.90, 4.65], [0.29, 4.59, 5.25], [-0.41, 3.47, 4.84], [-0.11, 1.56, 1.25], [-1.74, 3.71, 2.11], [-4.03, 4.39, 1.48], [-5.95, 2.93, 2.02], [-5.60, 0.80, 3.21], [-3.30, 0.10, 3.85], [1.79, 2.32, 2.48], [2.99, 4.33, 3.20], [2.05, 5.78, 4.97], [-0.11, 5.21, 6.03], [-1.36, 3.22, 5.30]],
  "s2": 0.752,
  "lumo_energy_ev": [-2.75, -2.75],
  "multiplicity": 2,
  "de_lowest_ev": 0.0000,
  "total_charge": 1,
  "orbital_gap_ev": [6.9, 9.0]
}

{
  "formula": "C22H24BBrClIO16S",
  "method": "wB97M-V/def2-TZVPD",
  "elements": ["C", "C", "O", "O", "C", "C", "C", "C", "Br", "C", "O", "I", "C", "Cl", "C", "C", "B", "O", "O", "O", "S", "O", "O", "H", "H", "H", "H", "H", "H", "H", "H", "H", "H", "H", "H", "H", "H", "H", "H", "C", "C", "C", "O", "C", "C", "C", "O", "O", "O", "H", "H", "H", "H", "C", "C", "C", "O", "C", "C", "C", "O", "O", "O", "H", "H", "H", "H"],
  "xyz": [[4.83, 0.07, 0.45], [4.38, -0.37, -0.92], [5.03, -0.11, -1.88], [3.22, -1.02, -1.13], [3.09, -2.24, -0.38], [1.77, -2.96, -0.66], [0.65, -2.73, 0.37], [-0.04, -1.36, 0.49], [1.08, 0.09, 1.13], [-0.88, -0.84, -0.72], [-1.44, 0.38, -0.32], [0.30, -0.27, -2.47], [-2.07, -1.76, -1.09], [-1.53, -3.22, -2.01], [-3.02, -2.14, 0.05], [-4.06, -1.07, 0.43], [-5.23, -0.84, -0.63], [-5.13, -1.05, -2.00], [-6.43, -0.42, -0.14], [-2.36, -2.63, 1.24], [-1.26, -1.65, 1.87], [-1.78, -0.45, 2.41], [-0.64, -2.41, 2.90], [4.34, -0.46, 1.27], [5.89, -0.15, 0.52], [4.73, 1.14, 0.56], [3.12, -2.04, 0.70], [3.93, -2.88, -0.66], [2.04, -4.01, -0.55], [1.47, -2.87, -1.71], [-0.11, -3.50, 0.25], [1.10, -2.93, 1.34], [-2.24, 0.55, -0.84], [-2.66, -1.20, -1.82], [-3.60, -2.98, -0.33], [-3.62, -0.11, 0.73], [-4.55, -1.45, 1.33], [-4.76, -0.24, -2.39], [-6.27, 0.17, 0.61], [9.77, 1.19, -1.04], [8.62, 0.80, -1.60], [8.58, 0.19, -2.98], [7.52, -0.16, -3.44], [9.84, 0.06, -3.70], [10.99, 0.45, -3.14], [11.03, 1.03, -1.76], [12.11, 1.35, -1.29], [12.16, 0.34, -3.76], [7.46, 0.94, -0.95], [9.82, 1.62, -0.05], [9.80, -0.37, -4.69], [12.83, 0.69, -3.14], [6.72, 0.60, -1.53], [-8.33, 4.27, 3.27], [-7.52, 3.26, 2.94], [-8.03, 2.02, 2.28], [-7.24, 1.14, 1.98], [-9.46, 1.91, 2.02], [-10.28, 2.92, 2.36], [-9.76, 4.18, 3.00], [-10.55, 5.06, 3.26], [-11.59, 2.87, 2.15], [-6.21, 3.30, 3.17], [-7.97, 5.17, 3.75], [-9.82, 1.00, 1.56], [-11.95, 3.72, 2.48], [-5.84, 2.46, 2.84]],
  "lumo_energy_ev": -1.95,
  "total_charge": 0,
  "orbital_gap_ev": 7.4
}

{
  "formula": "C2H3Cl2PS",
  "method": "wB97M-V/def2-TZVPD",
  "elements": ["C", "C", "P", "S", "Cl", "Cl", "H", "H", "H"],
  "xyz": [[1.15, -1.97, -0.40], [-0.05, -2.14, -0.41], [-2.31, 0.49, 0.02], [-3.92, 1.77, 0.39], [-3.16, -0.81, -1.34], [-2.28, -0.81, 1.60], [2.17, -1.91, -0.41], [-3.39, 3.04, 0.41], [-1.13, -2.36, -0.39]],
  "smiles": "SP(Cl)Cl.C#C",
  "lumo_energy_ev": 0.27,
  "de_lowest_ev": 1.9046,
  "total_charge": 0,
  "orbital_gap_ev": 10.0
}

{
  "formula": "C9H17N4",
  "method": "wB97M-V/def2-TZVPD",
  "elements": ["N", "C", "N", "N", "C", "C", "C", "C", "N", "C", "C", "C", "C", "H", "H", "H", "H", "H", "H", "H", "H", "H", "H", "H", "H", "H", "H", "H", "H", "H"],
  "xyz": [[-2.83, 0.03, -2.65], [-2.00, -0.81, -1.91], [-1.02, -1.47, -2.54], [-2.15, -1.02, -0.60], [-0.94, -0.65, 0.25], [-0.11, -1.85, 0.68], [1.27, -1.51, 1.29], [2.03, -0.41, 0.57], [1.57, 0.94, 0.86], [0.77, 1.37, 1.89], [0.58, 2.72, 1.74], [1.30, 3.12, 0.59], [1.91, 2.01, 0.08], [-3.74, 0.09, -2.20], [-2.47, 0.98, -2.68], [-0.90, -2.46, -2.38], [-0.38, -0.98, -3.15], [-2.92, -0.42, -0.30], [-0.36, 0.10, -0.28], [-1.36, -0.15, 1.13], [-0.69, -2.38, 1.44], [0.02, -2.53, -0.16], [1.20, -1.30, 2.35], [1.88, -2.41, 1.21], [1.98, -0.59, -0.51], [3.09, -0.47, 0.83], [0.40, 0.68, 2.63], [-0.01, 3.32, 2.41], [1.35, 4.13, 0.21], [2.56, 1.93, -0.78]],
  "smiles": "NC(N)=[NH+]CCCCn1cccc1",
  "lumo_energy_ev": -4.48,
  "de_lowest_ev": 0.0000,
  "total_charge": 1,
  "orbital_gap_ev": 6.7
}